# 1
The following is a DFT calculation (wB97M-V/def2-TZVPD) of 9 unconnected molecules or ions with the total composition C34H93N7O9 at a distorted geometry.

The value obtained for the energy above the lowest of the compared OMol25 structures with the same formula, charge and spin is 42.6 kcal per mole. Its multiplicity is 1. Its gap between HOMO and LUMO is 8.34 eV. As for the SMILES: COC[C@H](C)N.COC[C@H](C)N.COC[C@H](C)N.COC[C@H](C)N.COC[C@H](C)N.COC[C@H](C)N.COC[C@H](C)N.CC(C)O.CC(C)O. The charge is 0. For the LUMO energy, the calculation gives 0.39 eV.

Last column: Mulliken charge in e.
Geometry (Å):
C 2.113 -23.984 -2.992  -1.689
C 2.293 -22.946 -4.132  0.784
C 3.604 -23.157 -4.957  -1.154
O 3.794 -22.043 -5.782  0.104
C 5.091 -22.032 -6.434  -1.155
N 1.139 -23.005 -4.976  -0.219
H 1.438 -23.804 -2.155  0.355
H 3.067 -24.169 -2.498  0.458
H 1.905 -24.997 -3.336  0.343
H 2.351 -21.897 -3.844  0.015
H 3.479 -24.082 -5.520  0.378
H 4.456 -23.228 -4.281  0.535
H 5.904 -21.898 -5.721  0.607
H 5.120 -21.274 -7.217  0.063
H 5.343 -22.906 -7.035  0.353
H 1.288 -22.547 -5.864  -0.199
H 0.401 -22.454 -4.562  0.322
C -1.057 -18.598 -9.928  -1.479
C -0.305 -18.298 -8.635  2.962
C -0.367 -16.868 -8.098  -1.038
O 0.318 -15.944 -8.948  -0.416
C 1.735 -15.964 -8.784  -0.208
N -0.746 -19.231 -7.594  -0.723
H -0.756 -17.851 -10.662  0.604
H -2.126 -18.431 -9.801  0.475
H -0.730 -19.518 -10.413  -0.471
H 0.722 -18.614 -8.818  -1.073
H -0.013 -16.724 -7.077  0.307
H -1.401 -16.524 -8.134  0.296
H 2.119 -16.926 -9.125  -0.108
H 2.024 -15.872 -7.737  0.243
H 2.265 -15.191 -9.340  0.334
H 0.026 -19.637 -7.086  -0.008
H -1.049 -20.086 -8.037  0.241
C -3.280 -22.493 -7.757  -1.802
C -1.813 -22.814 -7.385  0.834
C -1.410 -24.327 -7.287  -0.293
O -2.208 -25.065 -6.314  -0.468
C -2.020 -24.725 -4.942  -0.455
N -0.954 -21.999 -8.300  1.247
H -3.681 -22.977 -8.647  0.228
H -3.398 -21.419 -7.895  0.430
H -3.835 -22.725 -6.847  0.435
H -1.698 -22.343 -6.409  0.091
H -0.330 -24.367 -7.146  0.205
H -1.578 -24.879 -8.212  0.161
H -2.406 -25.488 -4.267  0.319
H -2.528 -23.795 -4.686  0.252
H -0.961 -24.524 -4.781  0.044
H 0.028 -22.172 -8.135  -1.062
H -1.160 -22.158 -9.276  -0.259
C 2.372 -23.308 -8.946  -0.809
C 2.566 -21.721 -9.098  0.768
C 2.055 -21.245 -10.385  -0.640
O 2.454 -19.860 -10.626  0.056
C 2.241 -19.529 -12.014  -0.398
N 1.929 -21.146 -7.922  1.728
H 2.761 -23.873 -9.793  0.614
H 1.305 -23.520 -8.884  -0.461
H 2.918 -23.682 -8.080  0.028
H 3.619 -21.449 -9.029  0.609
H 0.965 -21.287 -10.384  -0.509
H 2.430 -21.888 -11.181  0.885
H 2.697 -18.556 -12.195  -0.203
H 1.175 -19.525 -12.241  0.028
H 2.716 -20.233 -12.698  0.388
H 2.463 -21.459 -7.124  -1.180
H 2.170 -20.169 -8.008  -0.886
C -3.580 -22.664 -11.685  -1.532
C -2.379 -22.127 -12.384  0.383
C -2.259 -20.604 -12.562  -0.072
O -3.248 -20.003 -13.439  -0.465
C -3.448 -18.618 -13.305  -0.655
N -1.222 -22.535 -11.603  -0.080
H -3.562 -22.191 -10.703  0.087
H -3.630 -23.746 -11.558  0.417
H -4.464 -22.366 -12.248  0.417
H -2.247 -22.585 -13.364  0.506
H -1.255 -20.253 -12.798  0.285
H -2.452 -20.159 -11.586  -0.062
H -4.100 -18.267 -14.105  0.240
H -2.446 -18.195 -13.371  0.286
H -3.894 -18.425 -12.329  0.272
H -1.187 -23.537 -11.727  -0.284
H -0.395 -22.159 -12.043  0.246
C 2.592 -17.258 -3.508  -1.717
C 2.424 -17.972 -4.837  0.695
C 3.726 -17.761 -5.579  -1.027
O 3.623 -18.487 -6.816  0.533
C 4.622 -18.024 -7.774  -0.998
N 2.360 -19.418 -4.549  -0.373
H 3.511 -17.644 -3.068  0.369
H 1.789 -17.455 -2.797  0.382
H 2.737 -16.184 -3.626  0.411
H 1.541 -17.602 -5.358  -0.114
H 4.587 -18.147 -5.033  0.353
H 3.858 -16.688 -5.722  0.491
H 4.331 -18.468 -8.726  0.030
H 5.545 -18.482 -7.420  0.398
H 4.716 -16.940 -7.831  0.397
H 2.361 -19.853 -5.460  -0.062
H 3.265 -19.655 -4.168  0.384
C 7.041 -22.388 -9.769  -1.571
C 8.151 -23.382 -9.432  0.811
C 8.273 -23.592 -7.964  -1.283
O 8.323 -22.334 -7.222  -0.187
C 9.604 -21.828 -7.027  -0.829
N 7.849 -24.634 -10.114  -0.801
H 7.194 -22.121 -10.814  0.546
H 7.064 -21.469 -9.182  0.256
H 6.003 -22.693 -9.641  0.343
H 9.169 -23.168 -9.757  0.367
H 9.182 -24.160 -7.769  0.521
H 7.503 -24.182 -7.467  0.447
H 10.195 -21.765 -7.941  0.308
H 10.177 -22.350 -6.261  0.307
H 9.530 -20.838 -6.577  0.261
H 8.568 -25.278 -9.819  0.260
H 8.045 -24.449 -11.087  0.278
C 3.821 -15.273 -12.554  -1.556
C 4.758 -15.737 -11.415  1.691
C 5.589 -16.974 -11.942  -1.269
O 5.614 -14.693 -11.139  -0.597
H 3.051 -14.536 -12.329  0.366
H 3.209 -16.087 -12.944  0.311
H 4.379 -14.836 -13.382  0.404
H 4.189 -15.986 -10.519  -0.618
H 6.609 -16.955 -11.558  0.398
H 5.770 -17.013 -13.016  0.324
H 5.077 -17.854 -11.553  0.180
H 5.390 -14.446 -10.239  0.382
C -0.295 -26.995 -10.806  -1.658
C 0.274 -25.703 -11.351  2.099
C 1.697 -25.861 -11.911  -1.569
O -0.481 -25.249 -12.394  -0.604
H 0.141 -27.006 -9.807  0.371
H 0.083 -27.820 -11.411  0.444
H -1.384 -26.982 -10.770  0.357
H 0.228 -24.989 -10.528  -0.861
H 1.559 -26.550 -12.744  0.476
H 2.429 -26.354 -11.271  0.363
H 2.153 -24.923 -12.227  0.277
H -0.499 -25.923 -13.078  0.351

# 2
The following is a DFT calculation (wB97M-V/def2-TZVPD) of a molecular structure, C34H94N8O9 at a distorted geometry.

The value obtained for the energy above the lowest of the compared OMol25 structures with the same formula, charge and spin is 871.4 kcal per mole. Its multiplicity is 1. Its gap between HOMO and LUMO is 6.64 eV. The charge is 0. For the LUMO energy, the calculation gives 0.43 eV.

Last column: Mulliken charge in e.
Geometry (Å):
C 0.858 -0.399 -0.439  0.280
C 0.074 0.819 0.112  -0.122
O -1.182 0.281 0.412  0.399
H 0.862 -1.307 0.165  0.420
H 1.921 -0.200 -0.577  0.640
H 0.521 -0.573 -1.461  -1.075
H -0.039 1.607 -0.632  0.223
H 0.522 1.232 1.016  -0.419
H -1.064 -0.409 1.069  -0.934
C -2.188 -1.516 -1.462  -0.173
C -3.541 -1.519 -0.637  -0.084
C -3.880 -2.849 -0.034  -1.749
O -2.744 -3.370 0.727  0.113
C -3.025 -4.508 1.522  -1.169
N -3.500 -0.455 0.286  0.298
H -1.295 -1.755 -0.885  0.212
H -1.951 -0.467 -1.641  -0.763
H -2.189 -2.016 -2.431  0.199
H -4.296 -1.336 -1.401  0.821
H -4.217 -3.630 -0.716  0.348
H -4.749 -2.836 0.624  0.656
H -2.490 -5.417 1.246  0.392
H -4.079 -4.778 1.455  0.424
H -2.827 -4.250 2.563  0.308
H -4.278 -0.497 0.929  0.575
H -2.579 -0.388 0.695  0.594
C 2.343 -3.201 2.699  -1.912
C 2.431 -2.663 1.255  1.118
C 3.580 -1.629 1.198  -0.943
O 3.412 -0.873 0.004  -0.467
C 4.029 0.428 0.063  -0.401
N 2.536 -3.697 0.255  -0.658
H 1.826 -2.618 3.461  0.601
H 3.299 -3.452 3.158  0.417
H 1.765 -4.115 2.835  0.498
H 1.472 -2.171 1.092  -1.083
H 4.574 -2.072 1.267  0.532
H 3.422 -1.027 2.092  0.365
H 3.818 1.012 -0.833  0.358
H 5.089 0.260 0.250  0.611
H 3.617 1.014 0.885  -0.854
H 2.138 -3.450 -0.640  0.174
H 2.305 -4.630 0.565  0.402
C -2.837 -0.831 -4.191  -1.880
C -1.523 -0.841 -3.509  2.208
C -0.401 -0.901 -4.482  -1.121
O -0.309 -2.213 -5.058  -0.448
C 0.755 -2.420 -5.972  -0.849
N -1.489 0.356 -2.728  -0.081
H -3.683 -1.015 -3.529  0.330
H -2.963 -1.785 -4.703  0.487
H -2.922 -0.070 -4.967  0.295
H -1.390 -1.642 -2.782  -0.746
H 0.500 -0.754 -3.888  0.023
H -0.488 -0.146 -5.264  0.879
H 0.813 -1.609 -6.698  0.352
H 0.460 -3.341 -6.474  0.273
H 1.723 -2.601 -5.504  0.277
H -2.389 0.505 -2.296  1.455
H -0.905 0.263 -1.910  -0.684
C 0.352 -1.375 2.757  -0.645
C -1.117 -1.751 2.420  -0.160
C -2.137 -0.802 3.010  -0.728
O -2.008 -0.608 4.414  -0.408
C -2.825 0.328 5.014  -0.910
N -1.027 -1.770 0.958  0.545
H 0.671 -0.427 2.324  -0.253
H 1.112 -2.151 2.660  -0.400
H 0.415 -1.168 3.825  1.213
H -1.382 -2.746 2.778  0.879
H -3.128 -1.164 2.736  0.909
H -1.898 0.148 2.532  0.339
H -3.899 0.174 4.908  0.290
H -2.577 1.381 4.877  0.317
H -2.657 0.163 6.078  0.365
H -1.802 -2.249 0.520  -0.890
H -0.352 -2.496 0.768  -0.541
C -1.337 2.773 -1.978  -1.672
C -2.031 2.284 -0.636  1.573
C -2.949 3.298 0.111  -1.667
O -2.203 4.473 0.492  -0.277
C -2.925 5.354 1.232  -0.886
N -2.761 1.081 -0.759  -0.297
H -2.114 3.037 -2.696  0.481
H -0.592 2.031 -2.264  0.496
H -0.780 3.692 -1.796  0.254
H -1.238 2.019 0.064  0.081
H -3.310 2.849 1.036  0.782
H -3.903 3.502 -0.376  0.689
H -2.732 5.266 2.301  0.276
H -3.988 5.203 1.047  0.354
H -2.526 6.344 1.008  0.257
H -2.164 0.277 -0.631  -1.045
H -3.316 1.242 0.070  0.387
C -1.263 -4.491 -0.811  -2.057
C 0.114 -3.834 -0.745  -1.043
C 0.477 -2.909 -1.874  0.561
O 1.845 -2.395 -1.737  -0.438
C 2.263 -1.404 -2.730  -0.870
N 0.181 -3.256 0.589  1.030
H -1.327 -5.081 -1.726  0.587
H -2.080 -3.770 -0.815  0.584
H -1.525 -5.153 0.014  0.216
H 0.767 -4.700 -0.855  0.484
H -0.218 -2.070 -1.878  0.413
H 0.353 -3.374 -2.852  1.423
H 3.251 -1.072 -2.412  0.445
H 1.527 -0.604 -2.815  0.288
H 2.441 -1.936 -3.664  0.251
H 1.085 -2.812 0.656  -1.534
H 0.255 -4.053 1.205  0.879
C 1.140 3.711 -2.069  -1.718
C 1.989 3.512 -0.837  2.466
C 3.186 4.465 -0.823  -1.008
O 4.151 4.048 -1.792  -0.366
C 5.237 4.948 -2.090  -0.815
N 1.221 3.516 0.334  0.059
H 0.444 2.886 -2.226  -0.478
H 1.747 3.855 -2.963  0.763
H 0.414 4.500 -1.874  0.522
H 2.312 2.473 -0.900  -1.402
H 3.685 4.531 0.144  0.591
H 2.894 5.462 -1.153  0.533
H 4.906 5.859 -2.589  0.300
H 6.008 4.466 -2.691  0.233
H 5.611 5.282 -1.122  0.331
H 0.301 3.143 0.148  -1.243
H 0.943 4.445 0.617  0.399
C 0.230 1.525 4.225  -1.812
C 0.649 2.570 3.279  0.648
C 1.884 2.186 2.473  1.293
O 3.123 2.292 3.298  -0.585
C 4.255 2.012 2.505  -0.683
N -0.432 2.839 2.404  0.157
H -0.686 1.762 4.768  0.332
H 1.004 1.384 4.979  0.476
H 0.031 0.569 3.742  0.182
H 0.851 3.459 3.876  0.581
H 1.844 2.834 1.597  -0.067
H 1.837 1.217 1.976  -0.351
H 5.103 2.621 2.820  0.427
H 4.153 2.315 1.463  0.214
H 4.543 0.962 2.446  0.271
H -0.660 2.022 1.855  -2.125
H -0.197 3.492 1.670  1.007

# 3
The following is a DFT calculation (wB97M-V/def2-TZVPD) of a molecular structure, C34H96AlF2N7O15S2 at a distorted geometry.

Its multiplicity is 1. Its gap between HOMO and LUMO is 1.82 eV. The charge is +2. For the LUMO energy, the calculation gives -11.44 eV.

Last column: Mulliken charge in e.
Geometry (Å):
Al 0.189 3.063 -2.960  1.242
N 0.282 1.075 -0.901  0.625
S 0.516 1.067 0.621  -0.110
O 1.841 0.941 1.222  0.075
O -0.627 0.690 1.450  -0.882
F 0.369 2.706 0.722  -0.419
S 0.622 -0.585 -0.957  -0.594
O -0.449 -1.493 -0.484  -0.124
O 2.036 -0.948 -0.820  0.409
F 0.441 -0.681 -2.540  -0.449
C 4.228 0.077 -4.051  -1.587
C 3.263 0.999 -3.310  1.668
C 3.948 1.894 -2.277  -0.383
O 2.989 2.720 -1.596  -0.089
C 3.526 3.179 -0.379  -0.646
N 2.659 1.826 -4.348  -0.255
H 3.749 -0.773 -4.537  0.430
H 4.991 -0.337 -3.392  0.320
H 4.858 0.547 -4.806  0.413
H 2.491 0.375 -2.859  -1.173
H 4.801 2.431 -2.693  0.495
H 4.303 1.143 -1.571  -0.157
H 2.855 3.725 0.283  0.142
H 4.241 3.966 -0.621  0.475
H 4.061 2.448 0.227  -0.007
H 3.455 2.433 -4.479  0.377
H 2.561 1.401 -5.259  0.240
C -1.446 -0.520 -6.605  -1.602
C -1.368 0.537 -5.537  0.255
C -2.415 0.258 -4.373  -0.802
O -2.088 1.000 -3.256  0.294
C -2.783 0.475 -2.117  -0.357
N -0.061 0.526 -5.029  -0.108
H -1.398 -1.505 -6.142  0.232
H -0.648 -0.479 -7.347  0.447
H -2.407 -0.456 -7.116  0.416
H -1.583 1.482 -6.036  0.286
H -2.489 -0.811 -4.172  0.128
H -3.395 0.548 -4.752  0.485
H -3.861 0.599 -2.223  0.578
H -2.516 1.088 -1.257  -0.393
H -2.551 -0.541 -1.796  -0.139
H 0.483 0.623 -5.874  0.362
H 0.154 -0.402 -4.694  0.014
C -3.769 5.305 -0.178  -1.096
C -3.275 4.201 -1.157  1.160
C -3.357 4.678 -2.642  -1.482
O -2.774 3.722 -3.556  0.207
C -3.579 3.440 -4.681  -0.912
N -1.877 3.951 -0.869  0.376
H -3.009 6.084 -0.114  0.438
H -3.914 4.830 0.793  0.068
H -4.735 5.766 -0.383  0.450
H -3.842 3.281 -1.011  -0.150
H -2.850 5.640 -2.711  0.275
H -4.414 4.867 -2.833  0.476
H -4.594 3.206 -4.359  0.468
H -3.168 2.712 -5.380  0.057
H -3.647 4.378 -5.232  0.388
H -1.506 4.801 -0.470  0.452
H -1.895 3.443 0.004  -0.373
C -4.608 1.725 1.890  -0.968
C -3.489 2.473 2.655  -0.123
C -3.108 1.835 4.012  0.318
O -4.217 1.833 4.881  -0.410
C -4.055 1.090 6.081  -0.628
N -2.373 2.695 1.780  0.946
H -5.592 1.568 2.333  0.436
H -4.264 0.713 1.679  -0.056
H -4.772 2.210 0.928  0.177
H -3.881 3.486 2.744  0.665
H -2.255 2.301 4.505  0.588
H -2.820 0.812 3.766  -0.479
H -3.715 0.097 5.790  0.194
H -4.985 0.993 6.641  0.273
H -3.218 1.559 6.600  0.312
H -1.871 3.322 2.391  -0.157
H -1.853 1.830 1.831  -0.521
C 5.500 -4.457 1.854  -1.268
C 4.903 -3.236 2.570  0.070
C 4.740 -2.020 1.625  0.933
O 6.033 -1.513 1.173  -0.501
C 5.888 -0.356 0.284  -0.275
N 3.567 -3.666 2.920  -0.485
H 5.618 -5.398 2.391  0.413
H 6.510 -4.184 1.546  0.352
H 4.992 -4.653 0.911  0.089
H 5.453 -2.906 3.451  0.504
H 4.223 -1.241 2.185  -0.374
H 4.198 -2.295 0.720  -0.237
H 5.675 -0.675 -0.736  0.144
H 6.866 0.126 0.288  0.291
H 5.164 0.308 0.755  -0.052
H 3.535 -4.094 3.834  0.261
H 3.073 -2.830 3.200  0.110
C -1.909 -2.197 2.844  -0.641
C -3.102 -2.538 2.027  0.339
C -4.378 -2.404 2.908  -0.823
O -4.283 -3.344 3.945  -0.326
C -5.297 -3.334 4.873  -0.725
N -3.080 -1.664 0.872  -0.221
H -2.107 -1.450 3.612  0.175
H -1.105 -1.930 2.159  -0.046
H -1.645 -3.143 3.318  0.483
H -3.080 -3.569 1.674  0.529
H -5.272 -2.629 2.326  0.538
H -4.449 -1.429 3.391  0.213
H -5.023 -2.580 5.610  0.259
H -5.245 -4.271 5.428  0.273
H -6.293 -3.261 4.437  0.328
H -2.228 -1.867 0.369  0.119
H -2.921 -0.730 1.223  -0.211
C -2.655 -3.938 -4.657  -1.190
C -1.641 -3.624 -3.503  -0.137
O -0.607 -2.919 -4.076  -0.345
H -3.512 -4.471 -4.245  0.413
H -2.123 -4.586 -5.353  0.357
H -3.075 -3.001 -5.023  0.253
H -1.209 -4.556 -3.140  0.558
H -2.257 -3.168 -2.729  -0.059
H -0.142 -3.572 -4.604  0.239
C -0.479 -4.568 0.392  -0.666
C 0.745 -4.095 1.250  0.562
O 1.731 -5.122 1.203  -0.620
H -1.246 -3.794 0.396  -0.285
H -0.867 -5.498 0.810  0.529
H -0.309 -4.784 -0.663  0.059
H 0.441 -3.864 2.272  0.573
H 1.133 -3.131 0.921  -0.415
H 2.511 -4.812 1.668  0.405
C 4.202 -4.088 -2.014  -1.268
C 2.782 -3.725 -2.397  1.054
O 2.225 -4.872 -3.001  -0.603
H 4.228 -4.954 -1.352  0.330
H 4.648 -3.284 -1.428  0.191
H 4.866 -4.351 -2.837  0.377
H 2.872 -2.874 -3.073  -0.081
H 2.261 -3.457 -1.479  -0.422
H 2.088 -5.406 -2.215  0.423
C 0.667 3.801 3.666  0.121
C -0.210 5.071 3.928  -0.872
O -1.294 5.180 2.967  -0.446
H 0.058 2.899 3.594  -0.022
H 1.427 3.654 4.434  0.229
H 1.245 3.935 2.752  -0.156
H 0.386 5.980 3.857  0.415
H -0.612 5.013 4.939  0.370
H -0.846 5.534 2.195  0.238
C 4.374 1.346 3.379  -0.436
C 4.086 1.866 4.778  0.140
O 3.924 0.741 5.633  -0.534
H 5.351 0.864 3.353  0.524
H 4.454 2.244 2.765  0.266
H 3.534 0.735 3.049  -0.253
H 3.151 2.426 4.800  -0.287
H 4.914 2.440 5.195  0.435
H 3.719 1.056 6.516  0.299